[1]
{"formula": "C4H6O2S", "method": "the ωB97M-V functional and the def2-TZVPD basis", "gap_ev": [8.87, 8.92], "homo_ha": [-0.3491, -0.3477], "relative_energy_kcal_mol": 145.66, "total_energy_ha": -704.44741, "lumo_energy_ev": [-0.6, -0.5], "species": ["H", "H", "H", "H", "C", "C", "H", "O", "S", "C", "O", "H", "C"], "coordinates": [[1.729549, -0.513474, 1.033125], [1.678976, 1.155979, -1.061575], [-0.255230, -1.155045, 1.847146], [-0.464033, -2.104346, 0.155063], [-0.591978, 1.162329, -0.375729], [-0.297370, -1.095063, 0.722457], [1.523125, -1.279738, -0.446062], [0.281226, 1.701766, 0.484468], [-1.769474, 0.066177, 0.318563], [1.015132, -0.579779, 0.253517], [-2.589321, -0.579816, -0.720482], [-1.137360, 2.461546, -1.832925], [0.876759, 0.759464, -0.377565]], "forces_ev_per_a": [[0.6, 0.2, 1.2], [-1.3, -0.4, 0.6], [-0.5, -0.5, -1.2], [-0.4, 1.8, 1.5], [1.4, 2.6, -4.2], [-1.0, -1.6, 0.5], [-0.6, 0.5, 0.1], [0.0, 1.0, 1.8], [-0.2, -1.3, 0.6], [1.7, -0.2, -1.6], [0.2, 0.1, -0.1], [0.7, -2.3, 2.5], [-0.6, 0.1, -1.6]], "nbo_charge": [0.229, 0.220, 0.238, 0.265, 0.001, -0.598, 0.227, -0.492, 1.244, -0.473, -0.939, 0.044, 0.034]}

---

[2]
{"formula": "C4H6O2Tm", "method": "the ωB97M-V functional and the def2-TZVPD basis", "gap_ev": [6.60, 7.03], "s_squared": 2.043, "homo_ha": [-0.4219, -0.4327], "relative_energy_kcal_mol": 5.27, "total_energy_ha": -1391.22715, "total_charge": 1, "lumo_energy_ev": [-4.9, -4.7], "multiplicity": 3, "species": ["Tm", "H", "C", "C", "H", "O", "H", "H", "C", "H", "C", "H", "O"], "coordinates": [[1.106657, 0.335037, -2.271350], [-0.224090, -1.483556, 0.950835], [-1.552121, -1.737426, -1.490223], [-0.310828, -1.207880, -1.255761], [2.210807, -1.247399, 1.215906], [-2.433734, -1.182738, -2.408358], [0.598339, -2.731361, 0.066230], [-1.828183, -3.676199, -1.866259], [0.369360, -1.641673, 0.026011], [-1.917633, -0.677751, -3.047631], [1.672589, -0.987646, 0.288027], [-2.153331, -2.105800, -0.645742], [2.194840, -0.183637, -0.489719]], "forces_ev_per_a": [[-0.3, 0.7, -1.5], [0.1, 0.0, -0.2], [-0.7, 2.1, 1.2], [-0.6, -0.9, -0.4], [-0.1, 0.1, -0.2], [0.7, -0.8, 0.1], [0.0, 0.3, 0.0], [0.3, 0.2, -0.1], [0.1, -0.5, 0.2], [-0.1, -0.1, -0.1], [-0.1, -0.4, 0.3], [0.2, -0.4, -0.5], [0.6, -0.2, 1.0]], "mulliken_spin": [1.023, 0.010, -0.108, 0.272, 0.002, -0.008, 0.011, 0.820, -0.018, 0.004, 0.000, -0.007, -0.002]}

---

[3]
{"formula": "C4H6O2Y", "method": "the ωB97M-V functional and the def2-TZVPD basis", "gap_ev": 8.83, "homo_ha": -0.8928, "relative_energy_kcal_mol": 0.00, "total_energy_ha": -343.51719, "total_charge": 3, "lumo_energy_ev": -15.5, "species": ["C", "Y", "H", "O", "C", "H", "H", "H", "C", "H", "C", "O", "H"], "coordinates": [[-0.772588, -0.916173, -0.205741], [-0.124736, 2.652794, -0.116293], [0.559417, -0.478453, 1.440370], [-1.726012, 1.275285, 0.127248], [1.289835, 0.701495, 0.102100], [1.302685, -1.411849, 0.025812], [-1.124191, -1.844811, 0.267876], [-0.757651, -1.171332, -1.281780], [-1.870666, 0.072580, -0.070296], [-2.897659, -0.329004, -0.112202], [0.625621, -0.594240, 0.310439], [2.548065, 0.606257, -0.092877], [2.947877, 1.437445, -0.394654]], "forces_ev_per_a": [[-0.5, 0.4, 0.0], [-1.0, 0.6, 0.3], [0.1, -0.7, -0.4], [1.3, 2.3, -0.1], [0.1, -0.3, -1.4], [0.0, 0.1, 0.4], [0.0, 0.0, -0.1], [-0.1, -0.1, 0.0], [-0.6, -3.0, 0.1], [0.1, 0.3, -0.2], [0.3, 0.4, 1.1], [-0.7, 0.0, -0.1], [0.9, 0.1, 0.4]], "nbo_charge": [-0.566, 2.561, 0.323, -0.785, 0.074, 0.335, 0.350, 0.337, 0.599, 0.263, -0.560, -0.469, 0.538]}

---

[4]
{"formula": "C4H6O3Si", "method": "the ωB97M-V functional and the def2-TZVPD basis", "gap_ev": 9.02, "smiles": "O=[Si](O)/C=C\\C=C\\O", "homo_ha": -0.3335, "relative_energy_kcal_mol": 19.73, "total_energy_ha": -671.23186, "lumo_energy_ev": -0.1, "species": ["H", "O", "O", "C", "C", "H", "Si", "H", "C", "H", "O", "H", "H", "C"], "coordinates": [[0.019453, -1.989887, -1.087944], [-2.439589, -1.802437, -0.731395], [0.623203, 3.573621, 0.010499], [0.977947, 0.919367, 0.732886], [-1.471825, -1.043749, -0.244732], [-2.158211, -2.561527, -1.294905], [-0.248277, 2.220773, 0.390065], [1.541015, 3.411306, -0.264172], [0.918699, -0.347960, 0.186526], [-1.923982, -0.192247, 0.191619], [-1.723942, 2.278326, 0.738691], [1.800370, 1.312488, 1.327786], [1.699303, -1.047843, 0.455514], [-0.175240, -1.097193, -0.418353]], "forces_ev_per_a": [[0.9, 0.9, 0.9], [-0.4, -1.6, -1.0], [0.0, -0.6, -0.3], [-0.7, -1.6, -1.6], [-1.1, 1.9, 0.1], [0.1, 0.8, 0.6], [0.3, 1.1, 0.6], [-0.5, 0.1, 0.2], [-0.1, 1.0, 2.0], [-0.4, 0.7, 1.1], [0.0, -0.2, -0.4], [0.3, -0.6, -0.2], [0.6, 0.2, -0.2], [1.1, -2.0, -2.0]], "nbo_charge": [0.193, -0.647, -1.080, -0.818, 0.230, 0.482, 2.156, 0.503, -0.094, 0.209, -1.175, 0.245, 0.205, -0.409]}

---

[5]
{"formula": "C4H6O3Tl", "method": "the ωB97M-V functional and the def2-TZVPD basis", "gap_ev": [4.47, 5.84], "s_squared": 0.780, "homo_ha": [-1.0442, -1.0810], "total_energy_ha": -551.78083, "total_charge": 4, "lumo_energy_ev": [-23.9, -23.6], "multiplicity": 2, "species": ["H", "O", "C", "C", "Tl", "H", "C", "H", "H", "C", "H", "O", "H", "O"], "coordinates": [[-1.282744, 1.696945, 0.353632], [3.209757, -0.187184, 0.981644], [-1.284087, -0.924972, -0.413317], [2.264478, 0.032858, 0.178621], [-2.260838, -2.329109, 1.163346], [-1.897206, 1.574838, -1.311486], [-2.109835, 1.338750, -0.265284], [-3.057602, 1.681035, 0.152935], [1.093071, -1.760616, 0.438901], [1.248642, -0.837779, -0.124552], [4.071007, 0.179545, 0.704583], [-2.252632, -0.121659, -0.207582], [2.388352, 0.022361, -1.049497], [-0.130361, -0.365007, -0.601941]], "forces_ev_per_a": [[0.0, -0.4, 0.2], [-3.1, 1.4, -0.6], [-2.3, 1.2, 1.1], [3.2, -2.0, -2.1], [-1.3, -2.3, 1.2], [-0.5, 0.2, 0.0], [-0.3, 2.0, -0.2], [0.0, 0.2, -0.5], [1.1, -1.4, -0.9], [-9.0, 0.6, 2.1], [1.9, 0.5, -0.1], [2.0, -2.1, -0.9], [1.2, 1.3, 0.3], [7.1, 0.7, 0.5]], "mulliken_spin": [0.004, 0.021, 0.365, 0.029, 0.500, -0.005, 0.011, -0.003, 0.016, 0.069, 0.000, -0.014, 0.019, -0.010]}

---

[6]
{"formula": "C4H6O4", "method": "the ωB97M-V functional and the def2-TZVPD basis", "gap_ev": 7.78, "homo_ha": -0.0342, "relative_energy_kcal_mol": 19.29, "total_energy_ha": -456.99249, "total_charge": -2, "lumo_energy_ev": 6.9, "species": ["O", "O", "H", "H", "C", "H", "O", "H", "H", "H", "C", "O", "C", "C"], "coordinates": [[1.088691, -0.016545, -2.986138], [-0.188629, -1.837723, -2.610303], [0.690934, -0.264025, 0.512605], [1.724459, -0.290366, 2.079274], [0.730769, -0.296760, 1.588114], [-0.203865, 0.925269, -0.793160], [-0.213995, 1.913207, 1.481224], [-1.412163, 0.573480, -2.144839], [0.369824, -1.224078, 2.060618], [-1.260176, -0.559588, -0.801623], [-0.106645, 0.842693, 2.148749], [-0.663660, 0.701036, 3.279938], [0.155462, -0.642404, -2.426498], [-0.711006, 0.175803, -1.387960]], "forces_ev_per_a": [[-0.1, 0.0, -0.1], [-0.1, 0.1, -0.1], [0.6, -0.4, -0.1], [0.0, 0.6, -0.8], [0.0, -0.6, 1.7], [-0.1, 0.2, -0.2], [0.6, -0.8, -0.2], [-0.1, 0.6, 0.7], [-0.4, 0.0, -0.7], [0.0, 0.2, 0.3], [-1.1, 2.0, 0.8], [0.5, -0.8, -0.1], [0.5, 0.2, 0.9], [-0.2, -1.2, -1.9]], "nbo_charge": [-0.817, -0.826, 0.238, 0.191, -0.736, 0.244, -0.799, 0.188, 0.196, 0.198, 0.747, -0.832, 0.769, -0.760]}

---

[7]
{"formula": "C4H6O4", "method": "the ωB97M-V functional and the def2-TZVPD basis", "gap_ev": 10.36, "smiles": "O=C(O)CCC(=O)O", "homo_ha": -0.3777, "relative_energy_kcal_mol": 52.81, "total_energy_ha": -456.93674, "lumo_energy_ev": 0.1, "species": ["O", "C", "H", "H", "O", "C", "H", "O", "C", "C", "H", "H", "H", "O"], "coordinates": [[2.565388, 0.070637, -0.881571], [0.519587, -1.062404, -0.223480], [0.134600, -1.237670, -1.365855], [1.746919, 1.972417, 0.478659], [1.042259, 1.123186, 0.414172], [1.509963, 0.062818, -0.287570], [-0.686237, 1.784668, -0.349875], [-1.691332, 1.597967, -0.482922], [-0.652433, -0.625060, 0.789184], [-1.637364, 0.152535, -0.259032], [1.198100, -1.862086, 0.125992], [-1.129424, -1.493693, 1.015832], [-0.447764, 0.042412, 1.723450], [-2.472263, -0.525721, -0.696980]], "forces_ev_per_a": [[-0.9, 0.0, 0.7], [-0.1, 0.8, -0.5], [0.8, 0.1, 3.0], [-2.4, -3.7, -0.7], [2.8, 4.1, 0.5], [1.3, 0.7, -1.1], [-2.4, 0.3, -0.1], [3.8, -2.9, 0.9], [1.5, 3.8, -2.3], [0.4, 1.9, 2.9], [-0.9, -0.3, -0.3], [-1.9, -2.1, 0.8], [0.2, -1.6, -1.9], [-2.1, -1.2, -1.9]], "nbo_charge": [-0.575, -0.527, 0.273, 0.524, -0.744, 0.785, 0.489, -0.707, -0.483, 0.779, 0.256, 0.225, 0.250, -0.546]}

---

[8]
{"formula": "C4H6O4S2", "method": "the ωB97M-V functional and the def2-TZVPD basis", "gap_ev": 8.85, "homo_ha": -0.3399, "relative_energy_kcal_mol": 161.26, "total_energy_ha": -1253.13944, "lumo_energy_ev": -0.4, "species": ["S", "H", "S", "O", "O", "H", "H", "C", "O", "O", "H", "C", "H", "C", "C", "H"], "coordinates": [[-2.388580, 0.142541, -0.627673], [1.515729, -0.671102, -0.805795], [-3.475784, -1.366990, -0.449024], [-3.092494, 1.402983, 0.266638], [-2.277306, 2.487117, 0.623829], [0.921026, 1.037486, -0.224765], [-1.503390, 2.006656, 1.134345], [-0.065141, -0.719072, 0.612564], [-1.146167, 0.188528, 0.631288], [-0.741620, -4.256694, 0.704975], [0.119555, -1.127756, 1.715117], [-0.379211, -2.005498, -0.158097], [1.923470, -0.151798, 0.778554], [-0.487837, -3.178066, 0.368599], [1.177497, -0.105917, -0.001523], [-0.376093, -1.998590, -1.226262]], "forces_ev_per_a": [[1.6, 1.1, 1.2], [0.5, -0.5, -1.7], [-0.4, 0.4, 0.2], [-1.4, -1.0, -0.2], [2.5, -0.9, 0.8], [0.9, -2.5, 0.2], [-2.0, 1.1, -1.2], [0.0, -2.7, 1.0], [-0.9, -0.4, -0.4], [0.4, -0.1, 0.4], [-0.5, 1.5, -2.0], [0.7, 1.5, 0.5], [0.6, 0.3, 0.0], [-1.0, -1.2, -0.1], [-1.1, 3.4, 1.9], [0.0, 0.0, -0.6]], "nbo_charge": [1.112, 0.218, -0.273, -0.449, -0.409, 0.223, 0.482, 0.106, -0.748, -0.439, 0.199, -0.603, 0.223, 0.731, -0.635, 0.262]}

---

[9]
{"formula": "C4H6O5Ru", "method": "the ωB97M-V functional and the def2-TZVPD basis", "gap_ev": [10.39, 5.51], "s_squared": 8.759, "homo_ha": [-0.9207, -0.9004], "relative_energy_kcal_mol": 0.00, "total_energy_ha": -625.55770, "total_charge": 3, "lumo_energy_ev": [-14.7, -19.0], "multiplicity": 6, "species": ["O", "C", "O", "H", "H", "H", "C", "H", "C", "O", "Ru", "C", "H", "H", "O", "O"], "coordinates": [[2.418232, -1.622274, 1.628344], [0.032756, 1.361745, -0.406922], [1.953130, -0.184533, 0.106453], [2.023288, -2.111391, 2.365352], [-4.037462, -0.004245, -0.349487], [0.273623, 1.613905, 0.689499], [-2.372991, 0.983920, -0.537708], [-0.206933, 2.182140, -1.090004], [1.514771, -1.168694, 0.814258], [-3.085251, -0.090626, -0.196867], [-1.511155, -1.391906, 0.418278], [1.145997, 0.513872, -0.946654], [1.875342, 1.167151, -1.433225], [0.801461, -0.257838, -1.645524], [-1.155469, 0.539298, -0.312676], [0.330665, -1.530520, 0.896880]], "forces_ev_per_a": [[-1.0, 0.5, -1.2], [2.4, 1.0, 1.7], [-0.9, 0.1, -0.9], [0.2, -0.6, 0.4], [-1.3, 0.0, -0.1], [-0.4, 0.4, -1.8], [0.9, -2.1, 1.0], [0.2, 0.1, 0.4], [4.7, 1.8, 1.7], [-0.8, 1.8, -0.9], [-0.4, -3.3, 1.2], [0.7, -0.9, 0.1], [0.1, -0.2, 0.0], [0.2, 0.2, -0.2], [-2.1, 2.4, -1.2], [-2.3, -1.1, -0.3]], "mulliken_spin": [0.035, -0.011, 0.026, -0.003, -0.010, -0.004, 0.514, 0.010, -0.003, 0.093, 3.988, 0.018, 0.001, 0.002, 0.101, 0.241]}

---

[10]
{"formula": "C4H6OS", "method": "the ωB97M-V functional and the def2-TZVPD basis", "gap_ev": 8.78, "homo_ha": -0.3294, "relative_energy_kcal_mol": 143.26, "total_energy_ha": -629.21887, "lumo_energy_ev": -0.2, "species": ["H", "H", "O", "H", "H", "C", "C", "C", "C", "S", "H", "H"], "coordinates": [[0.644925, -0.557783, 1.507123], [0.792044, 2.514859, 0.846692], [0.660286, -2.757760, -0.937163], [-1.001235, -1.122262, 0.701706], [2.012084, -0.028274, 0.422425], [0.223373, 0.906642, 0.161212], [0.221128, 2.192728, -0.092111], [1.091204, 0.044299, 0.754776], [-1.407379, -1.271838, -0.338419], [-0.625642, -2.248993, -1.398320], [-2.330351, -0.441017, -0.766546], [-0.280437, 2.769398, -0.861375]], "forces_ev_per_a": [[0.5, -0.9, 0.6], [-1.2, 1.3, -1.9], [0.3, -0.4, 0.6], [-0.9, -0.3, -1.5], [4.4, -0.7, -1.5], [3.7, -0.8, 0.7], [0.0, 0.1, 1.7], [-6.8, 1.4, 0.2], [-1.6, 1.9, -0.7], [-1.4, 1.5, 0.1], [2.9, -3.2, 1.3], [0.2, 0.0, 0.3]], "nbo_charge": [0.191, 0.252, -0.905, 0.238, 0.208, 0.035, -0.476, -0.422, -0.776, 1.157, 0.272, 0.227]}

---

[11]
{"formula": "C4H6OS", "method": "the ωB97M-V functional and the def2-TZVPD basis", "gap_ev": 8.38, "smiles": "C[C@H]1O[C@H]1C=S", "homo_ha": -0.3276, "relative_energy_kcal_mol": 72.40, "total_energy_ha": -629.33179, "lumo_energy_ev": -0.5, "species": ["C", "H", "H", "H", "O", "H", "C", "C", "H", "C", "S", "H"], "coordinates": [[-0.107240, 0.962374, 0.151176], [0.952058, 0.075967, 1.978449], [0.139589, 0.716373, -1.960057], [-0.067965, -1.887218, -0.024045], [-0.869287, 0.155918, 1.100368], [-1.470885, 1.435071, -1.530329], [0.777742, -1.479590, 0.413827], [-0.651609, 0.649536, -1.244126], [-1.327107, -0.254791, -1.093785], [0.401440, -0.224905, 1.115685], [2.195541, -2.231865, 0.662350], [0.027722, 2.083131, 0.430487]], "forces_ev_per_a": [[-0.7, -0.6, 1.5], [0.7, 0.0, 0.5], [0.1, -0.7, -0.8], [-1.3, -1.1, -1.5], [-2.9, 1.5, 0.2], [1.7, -1.0, 0.6], [1.7, 0.7, 2.6], [-2.5, 1.2, 1.2], [1.6, 0.6, -0.9], [2.2, 1.3, -2.6], [-0.7, 0.3, -0.5], [0.0, -2.3, -0.1]], "nbo_charge": [0.062, 0.201, 0.228, 0.191, -0.497, 0.222, -0.276, -0.669, 0.241, 0.026, 0.061, 0.211]}

---

[12]
{"formula": "C4H6OS", "method": "the ωB97M-V functional and the def2-TZVPD basis", "gap_ev": 7.99, "smiles": "C=C(C=S)OC", "homo_ha": -0.3248, "relative_energy_kcal_mol": 51.86, "total_energy_ha": -629.36452, "lumo_energy_ev": -0.9, "species": ["C", "H", "H", "H", "H", "C", "S", "O", "C", "H", "H", "C"], "coordinates": [[0.358078, -0.442695, 1.686082], [-1.423270, -0.480999, -2.109041], [-0.874378, -1.839552, -0.957861], [0.188997, 0.622787, 1.950933], [-0.499859, -1.147242, 1.809195], [0.323985, 1.381840, -0.897386], [-0.400107, 2.237353, -2.064034], [0.852805, -0.550934, 0.381579], [-0.860481, -0.811696, -1.240459], [1.039132, 1.853579, -0.238554], [1.216075, -0.761044, 2.297273], [0.079023, -0.061397, -0.617729]], "forces_ev_per_a": [[0.4, -0.1, 0.7], [0.1, 0.2, 0.4], [-0.4, -0.6, 0.1], [-0.5, -0.6, -0.1], [0.4, 0.9, 0.2], [-0.7, -0.5, -0.6], [0.2, 0.0, 0.2], [0.7, -0.5, -0.7], [1.5, 0.7, 0.2], [0.2, 0.0, 0.2], [-0.5, -0.1, 0.1], [-1.5, 0.7, -0.8]], "nbo_charge": [-0.248, 0.228, 0.207, 0.175, 0.183, -0.320, 0.066, -0.534, -0.368, 0.205, 0.198, 0.208]}